Entry 1:
C34H35Br2N5O2Os | ωB97M-V/def2-TZVPD

The lowest unoccupied orbital energy (alpha / beta) is -8.289 / -7.999 eV. The calculation puts the HOMO-LUMO gap (alpha / beta) at 4.776 / 5.296 eV. As for the energy relative to the best compared isomer or geometry (same formula, charge and spin): 0.0 kJ/mol.

```
! wB97M-V def2-TZVPD RIJCOSX def2/J DEFGRID3
* xyz 2 1
Os 0.469 -0.891 1.044
Br 3.490 -7.632 2.252
C 2.776 -6.003 1.637
C 2.529 -5.826 0.265
C 2.007 -4.652 -0.214
C 1.700 -3.596 0.663
O 1.196 -2.496 0.154
C 1.962 -3.759 2.046
C 1.771 -2.738 3.020
N 1.287 -1.546 2.826
C 1.222 -0.603 3.891
C 1.797 -0.726 5.130
C 1.626 0.286 6.096
C 0.909 1.416 5.823
C 0.340 1.595 4.541
C -0.376 2.749 4.157
C -0.856 2.854 2.880
C -0.627 1.809 1.978
N 0.027 0.711 2.310
C 0.513 0.581 3.581
C 2.504 -4.986 2.507
H 2.756 -6.632 -0.420
H 1.822 -4.515 -1.269
H 2.079 -2.994 4.029
H 2.398 -1.584 5.393
H 2.082 0.156 7.067
H 0.782 2.188 6.569
H -0.533 3.542 4.877
H -1.401 3.726 2.549
H -0.972 1.879 0.952
H 2.714 -5.103 3.562
C 2.038 3.670 -4.892
C 1.273 4.155 -3.644
C 2.191 5.056 -2.809
C 0.039 4.953 -4.086
C 0.870 2.916 -2.866
C 1.750 2.356 -1.911
C 1.343 1.260 -1.219
Br 2.504 0.403 0.036
C 0.045 0.682 -1.402
O -0.360 -0.233 -0.566
C -0.782 1.126 -2.479
C -0.334 2.256 -3.141
C -2.034 0.406 -2.980
C -1.674 -0.151 -4.371
C -2.522 -0.758 -2.115
C -3.192 1.407 -3.115
H 2.310 4.531 -5.503
H 1.424 3.005 -5.500
H 2.954 3.146 -4.620
H 2.324 6.007 -3.321
H 3.184 4.627 -2.678
H 1.770 5.267 -1.824
H 0.352 5.933 -4.441
H -0.665 5.106 -3.266
H -0.489 4.472 -4.910
H 2.730 2.781 -1.747
H -0.945 2.649 -3.940
H -0.855 -0.869 -4.310
H -1.384 0.641 -5.061
H -2.543 -0.660 -4.787
H -1.772 -1.537 -1.988
H -3.380 -1.204 -2.617
H -2.850 -0.427 -1.131
H -2.970 2.221 -3.801
H -3.457 1.836 -2.148
H -4.067 0.887 -3.503
N -2.690 -4.991 2.415
C -2.617 -3.688 2.096
C -1.378 -3.074 1.807
N -1.318 -1.784 1.491
C -2.465 -1.083 1.445
C -3.662 -1.711 1.740
N -3.752 -2.987 2.067
H -1.886 -5.591 2.410
H -3.596 -5.391 2.597
H -0.457 -3.636 1.824
H -2.417 -0.045 1.156
H -4.585 -1.145 1.708
*
```

Results of the Mulliken charge analysis, in e, for atoms 1 through 2: 2.241 -0.117

=====

Entry 2:
C4H30N2O13 | ωB97M-V/def2-TZVPD

The lowest unoccupied orbital energy is 0.258 eV. The calculation puts the HOMO-LUMO gap at 9.266 eV. As for the energy relative to the best compared isomer or geometry (same formula, charge and spin): 698.5 kJ/mol. The SMILES is NCC(=O)NCC=O.O.O.O.O.O.O.O.O.O.O.O.

```
! wB97M-V def2-TZVPD RIJCOSX def2/J DEFGRID3
* xyz 0 1
N 1.729 -2.415 -0.294
C 0.387 -2.214 0.243
C -0.567 -1.341 -0.538
N -0.885 0.021 -0.325
C -0.705 0.520 1.049
C -1.048 2.006 1.094
O -0.568 2.666 1.995
O -0.849 -1.791 -1.720
H 2.311 -1.533 -0.352
H 1.869 -2.928 -1.023
H 0.391 -1.686 1.176
H -0.060 -3.197 -0.033
H -1.691 0.254 -0.842
H 0.241 0.111 1.401
H -1.410 0.070 1.714
H -1.703 2.524 0.373
H -4.438 0.182 0.943
H -4.469 -0.174 -0.730
O -4.125 -0.363 0.145
H 0.730 1.202 4.287
H 0.419 1.919 2.925
O 0.839 1.072 3.409
H -2.170 -3.268 2.741
H -2.584 -2.194 1.719
O -1.931 -2.361 2.452
H 3.714 -0.456 1.940
H 3.012 0.535 3.042
O 3.840 0.387 2.498
H -2.697 0.945 -3.071
H -3.966 0.452 -2.672
O -3.366 1.098 -2.343
H 1.466 -0.697 4.541
H 2.385 -1.470 3.719
O 1.625 -1.667 4.181
H 4.024 1.266 0.930
H 4.545 1.896 -0.443
O 3.783 1.563 0.079
H 1.424 1.133 -2.141
H 2.266 1.033 -0.634
O 1.664 0.682 -1.304
H -1.944 -0.488 -4.003
H -0.840 0.498 -4.158
O -1.740 0.354 -4.204
H -1.165 2.170 -2.301
H -0.213 1.772 -1.401
O -0.565 2.586 -1.736
H 1.522 -0.291 -4.747
H 0.705 -0.521 -3.412
O 0.813 0.135 -4.167
*
```

Results of the Mulliken charge analysis, in e, for atoms 1 through 2: -0.435 -0.706

=====

Entry 3:
C21H47N3O2 | ωB97M-V/def2-TZVPD

The lowest unoccupied orbital energy is 0.352 eV. The calculation puts the HOMO-LUMO gap at 9.941 eV. The SMILES is NCC[C@@]1(CCO)CNC(=O)[C@H]1CN.CCCCCC.CCCCCC.

```
! wB97M-V def2-TZVPD RIJCOSX def2/J DEFGRID3
* xyz 0 1
N -1.217 -4.989 -1.870
C -2.079 -3.784 -2.284
C -1.518 -2.406 -1.598
C -1.708 -1.050 -2.499
C -0.706 0.152 -1.909
C -0.829 0.369 -0.289
O 0.432 -0.120 0.346
C -1.026 -1.281 -3.999
N -2.054 -1.486 -5.096
C -3.359 -0.968 -4.508
O -4.393 -0.926 -5.364
C -3.222 -0.554 -2.927
C -4.339 -1.157 -1.866
N -5.708 -0.488 -1.992
H -1.913 -5.791 -1.879
H -1.012 -4.843 -0.843
H -3.164 -4.011 -1.857
H -2.160 -3.767 -3.451
H -2.096 -2.276 -0.568
H -0.365 -2.555 -1.401
H -0.890 1.164 -2.487
H 0.405 -0.223 -2.135
H -1.796 -0.072 0.202
H -0.845 1.546 -0.114
H 0.722 -0.985 -0.081
H -0.258 -2.139 -3.760
H -0.402 -0.325 -4.258
H -2.063 -2.496 -5.363
H -3.148 0.631 -2.933
H -3.979 -1.108 -0.751
H -4.484 -2.297 -2.144
H -6.415 -1.237 -1.744
H -5.834 0.264 -1.276
C 3.756 -1.077 2.714
C 3.953 -1.279 1.221
C 3.672 -2.716 0.767
C 4.592 -3.781 1.376
C 6.088 -3.568 1.127
C 6.458 -3.610 -0.348
H 4.442 -1.695 3.301
H 3.942 -0.032 2.981
H 2.731 -1.325 3.008
H 4.967 -0.979 0.939
H 3.274 -0.606 0.684
H 3.735 -2.758 -0.326
H 2.635 -2.970 1.017
H 4.300 -4.759 0.976
H 4.421 -3.836 2.457
H 6.643 -4.356 1.649
H 6.418 -2.620 1.562
H 6.181 -4.571 -0.791
H 7.538 -3.479 -0.469
H 5.964 -2.813 -0.912
C -0.674 2.767 2.960
C -0.008 4.055 2.502
C -0.416 5.272 3.338
C -1.906 5.627 3.285
C -2.461 5.899 1.883
C -1.808 7.096 1.207
H -1.762 2.819 2.867
H -0.329 1.927 2.350
H -0.427 2.552 4.004
H -0.225 4.226 1.443
H 1.080 3.931 2.575
H 0.178 6.135 3.015
H -0.139 5.093 4.384
H -2.074 6.510 3.912
H -2.490 4.819 3.742
H -3.537 6.089 1.966
H -2.353 5.014 1.249
H -1.948 8.003 1.802
H -2.257 7.263 0.223
H -0.735 6.942 1.059
*
```

Results of the Mulliken charge analysis, in e, for atoms 1 through 2: -0.719 -0.183

=====

Entry 4:
C28H24BF4N3PtSb | ωB97M-V/def2-TZVPD

The lowest unoccupied orbital energy (alpha / beta) is -3.602 / -3.602 eV. The calculation puts the HOMO-LUMO gap (alpha / beta) at 7.623 / 7.623 eV. As for the energy relative to the best compared isomer or geometry (same formula, charge and spin): 118.4 kJ/mol.

```
! wB97M-V def2-TZVPD RIJCOSX def2/J DEFGRID3
* xyz 1 1
Pt -0.268 0.101 -0.261
N 2.346 0.376 1.747
C 1.309 -0.260 2.439
C 1.488 -0.509 3.801
C 0.458 -1.093 4.501
C -0.725 -1.424 3.841
C -0.813 -1.156 2.500
N 0.190 -0.572 1.811
C 2.568 0.626 0.411
C 3.905 0.813 0.020
C 4.216 1.053 -1.288
C 3.188 1.112 -2.232
C 1.908 0.938 -1.801
N 1.580 0.711 -0.493
H 3.167 0.522 2.311
H 2.419 -0.246 4.286
H 0.575 -1.297 5.557
H -1.553 -1.889 4.356
H -1.692 -1.418 1.922
H 4.682 0.735 0.769
H 5.249 1.178 -1.585
H 3.381 1.289 -3.280
H 1.068 0.982 -2.477
F -0.687 -2.401 -0.543
B -2.052 -2.188 -0.840
F -2.865 -2.719 0.115
F -2.378 -2.443 -2.127
F -2.148 -0.643 -0.658
C -2.866 5.432 -3.954
C -2.209 4.267 -4.320
C -1.789 3.374 -3.342
C -2.031 3.655 -2.003
C -2.697 4.823 -1.632
C -3.111 5.711 -2.615
Sb -1.437 2.371 -0.461
C -0.249 3.639 0.731
C 0.037 3.302 2.055
C 0.872 4.107 2.817
C 1.442 5.242 2.256
C 1.184 5.567 0.933
C 0.342 4.767 0.168
C -3.243 2.053 0.560
C -4.384 1.839 -0.210
C -5.594 1.564 0.410
C -5.668 1.506 1.794
C -4.533 1.720 2.563
C -3.317 1.985 1.949
H -3.193 6.127 -4.717
H -2.027 4.048 -5.364
H -1.284 2.460 -3.633
H -2.897 5.046 -0.590
H -3.629 6.619 -2.335
H -0.384 2.410 2.504
H 1.073 3.850 3.849
H 2.086 5.875 2.852
H 1.633 6.448 0.492
H 0.141 5.040 -0.862
H -4.340 1.884 -1.293
H -6.478 1.391 -0.189
H -6.614 1.294 2.275
H -4.594 1.684 3.643
H -2.444 2.152 2.564
*
```

Results of the Mulliken charge analysis, in e, for atoms 1 through 2: 2.512 0.044

=====

Taking the records one at a time from the top gives max |F| values of 2.0, 8.9, 8.3, 1.4 eV/Å.
Taking the records one at a time from the top gives E values of -6979.11725, -1257.91421, -1142.90607, -2029.53045 hartree.